Record 1
A cluster of 8 separate species, H16O8 in total. Source: the Open Molecules 2025 dataset; level of theory: ωB97M-V with the def2-TZVPD basis set.

The geometry in XYZ format:
```
24
H16O8 | the Open Molecules 2025 dataset | ωB97M-V with the def2-TZVPD basis set
H 1.20 -0.79 -0.75
H -0.18 -1.27 -1.17
H -1.64 3.07 -0.33
H -1.86 3.00 -1.83
H 2.14 2.60 -0.41
H 1.78 2.03 0.95
H 1.89 -0.39 0.99
H 1.82 -0.97 2.40
H -2.82 -3.08 -3.24
H -1.60 -2.38 -2.67
H -1.69 -2.53 1.95
H -2.03 -1.61 3.12
H 4.79 0.23 -0.90
H 5.70 -0.89 -0.40
H -3.16 1.79 1.22
H -4.04 0.58 1.01
O 0.26 -0.57 -0.68
O -2.34 3.05 -0.99
O 1.39 2.33 0.12
O 1.95 -0.14 1.92
O -2.40 -2.86 -2.40
O -1.29 -2.06 2.70
O 5.56 -0.30 -1.15
O -3.43 1.16 0.55
```

## Properties
2S+1 ... 1
HOMO-LUMO gap ... 10.68 eV
Energy relative to the best compared isomer or geometry (same formula, charge and spin) ... 3.197 eV
Max |F| ... 0.56 eV/Å
HOMO ... -10.655 eV
E_LUMO ... 0.0010 hartree
SMILES string ... O.O.O.O.O.O.O.O
Calculated total energy ... -16638.813 eV

***

Record 2
The ion C3H8BrN2 with charge +1 in a non-equilibrium geometry. Source: the Open Molecules 2025 dataset; level of theory: ωB97M-V with the def2-TZVPD basis set.

The geometry in XYZ format:
```
14
C3H8BrN2 | the Open Molecules 2025 dataset | ωB97M-V with the def2-TZVPD basis set
C -2.18 -0.49 -0.20
C 1.11 0.33 0.74
C -0.94 0.68 -0.61
N -1.67 -1.59 -0.10
N 0.31 -0.13 -0.37
Br -3.93 0.18 -0.08
H 1.21 1.37 0.84
H 0.63 0.00 1.61
H 2.19 0.01 0.44
H -0.86 1.47 0.08
H -1.29 0.89 -1.70
H -1.95 -2.53 0.06
H 0.97 -0.30 -1.10
H -0.11 -1.24 -0.33
```

## Properties
2S+1 ... 1
HOMO-LUMO gap ... 11.77 eV
Energy relative to the best compared isomer or geometry (same formula, charge and spin) ... 2.659 eV
Max |F| ... 4.23 eV/Å
HOMO ... -14.956 eV
E_LUMO ... -0.1170 hartree
SMILES string ... [H]/N=C(\Br)C[NH2+]C
Calculated total energy ... -76254.652 eV
Total charge ... +1

***

Record 3
The ion O5S3 with charge -2 in a non-equilibrium geometry. Source: the Open Molecules 2025 dataset; level of theory: ωB97M-V with the def2-TZVPD basis set.

The geometry in XYZ format:
```
8
O5S3 | the Open Molecules 2025 dataset | ωB97M-V with the def2-TZVPD basis set
O -1.23 -0.97 -1.38
O 0.73 1.39 -1.04
O -1.27 -1.44 0.97
O -1.71 0.86 0.34
O 1.07 0.91 1.44
S 2.51 -0.77 -0.38
S -1.02 -0.40 -0.03
S 0.93 0.43 0.08
```

## Properties
2S+1 ... 1
HOMO-LUMO gap ... 6.52 eV
Energy relative to the best compared isomer or geometry (same formula, charge and spin) ... 0.000 eV
Max |F| ... 2.88 eV/Å
HOMO ... -0.609 eV
E_LUMO ... 0.2173 hartree
SMILES string ... O=S(=O)([O-])S(=O)(=O)[S-]
Calculated total energy ... -42743.261 eV
Total charge ... -2

***

2S+1 of number 2 (C3H8BrN2)? 1